[1]
Molecular formula: C13H52N26O13
Method: DFT, ωB97M-V/def2-TZVPD

Cartesian coordinates (Å):
C  -14.500  -0.688  6.203
O  -15.031  -1.026  5.133
N  -13.253  -0.522  6.331
N  -15.103  -0.331  7.276
H  -12.771  -0.961  5.559
H  -12.814  -0.387  7.230
H  -16.110  -0.262  7.303
H  -14.490  0.102  7.952
C  -17.430  4.758  11.020
O  -17.198  4.088  11.973
N  -16.641  5.683  10.569
N  -18.584  4.715  10.458
H  -15.713  5.731  10.964
H  -16.896  6.253  9.775
H  -19.303  4.121  10.846
H  -18.790  5.483  9.836
C  -14.564  -2.648  10.055
O  -15.138  -1.548  10.368
N  -13.536  -3.142  10.724
N  -14.713  -3.277  8.945
H  -13.012  -2.714  11.474
H  -13.178  -3.986  10.302
H  -14.091  -4.047  8.746
H  -15.332  -2.794  8.310
C  -19.111  -5.009  9.763
O  -19.536  -5.615  8.777
N  -19.146  -5.419  10.964
N  -18.442  -3.942  9.756
H  -18.750  -4.886  11.726
H  -19.470  -6.362  11.126
H  -18.245  -3.485  8.878
H  -18.377  -3.313  10.543
C  -18.986  0.563  4.750
O  -19.498  0.841  3.691
N  -19.290  1.139  5.844
N  -17.868  -0.158  4.953
H  -18.763  1.014  6.697
H  -20.127  1.699  5.921
H  -17.292  -0.428  4.169
H  -17.644  -0.458  5.891
C  -17.065  -3.227  13.464
O  -17.924  -3.871  13.038
N  -17.023  -1.977  13.042
N  -16.142  -3.577  14.259
H  -17.707  -1.721  12.345
H  -16.106  -1.556  13.099
H  -15.579  -2.765  14.467
H  -16.113  -4.447  14.772
C  -18.438  0.788  14.678
O  -19.271  0.206  15.314
N  -18.683  1.592  13.676
N  -17.155  0.751  14.947
H  -19.623  1.744  13.339
H  -17.831  1.759  13.161
H  -16.812  0.142  15.677
H  -16.542  1.257  14.324
C  -21.245  -1.533  7.141
O  -21.587  -0.550  7.797
N  -21.126  -1.690  5.822
N  -20.826  -2.634  7.763
H  -21.064  -2.613  5.419
H  -21.576  -0.830  5.543
H  -20.497  -3.272  7.052
H  -20.337  -2.560  8.643
C  -17.451  -3.366  6.540
O  -17.709  -2.487  7.327
N  -16.586  -3.336  5.498
N  -17.880  -4.570  6.695
H  -16.691  -4.115  4.864
H  -16.041  -2.526  5.238
H  -18.424  -4.835  7.504
H  -17.707  -5.150  5.886
C  -16.221  4.504  6.505
O  -15.760  5.590  6.464
N  -15.679  3.440  6.006
N  -17.330  4.093  7.018
H  -15.914  2.558  6.439
H  -14.832  3.579  5.474
H  -17.693  3.151  6.981
H  -17.949  4.827  7.330
C  -23.431  1.334  10.113
O  -23.876  2.061  10.943
N  -22.253  1.357  9.572
N  -24.079  0.338  9.766
H  -21.506  1.763  10.118
H  -21.918  0.697  8.885
H  -23.842  -0.148  8.913
H  -25.006  0.186  10.135
C  -17.994  0.604  8.957
O  -17.559  0.975  7.870
N  -18.241  -0.595  9.252
N  -18.438  1.437  9.802
H  -18.843  -0.733  10.052
H  -17.834  -1.375  8.755
H  -18.913  1.024  10.592
H  -18.519  2.406  9.530
C  -20.613  -1.785  11.731
O  -19.576  -1.191  11.561
N  -20.795  -2.684  12.692
N  -21.700  -1.692  10.958
H  -20.017  -2.980  13.264
H  -21.498  -3.354  12.411
H  -21.895  -0.925  10.330
H  -22.541  -2.112  11.327

## Properties
* gap between HOMO and LUMO: 8.78 eV
* total charge: 0

Atomic partial charges in e from the Mulliken method, atoms 1 to 5: atom 1 (C): 0.629, atom 2 (O): -0.855, atom 3 (N): -0.437, atom 4 (N): 0.273, atom 5 (H): 0.308


[2]
Molecular formula: C13H52N26O13
Method: DFT, ωB97M-V/def2-TZVPD

Cartesian coordinates (Å):
C  5.426  -1.788  -1.774
O  6.451  -2.315  -1.364
N  5.154  -0.560  -2.123
N  4.343  -2.516  -1.824
H  5.868  0.066  -1.781
H  4.162  -0.409  -2.004
H  4.519  -3.497  -1.991
H  3.479  -2.049  -2.059
C  -0.118  0.246  0.917
O  0.068  0.417  2.085
N  -0.414  -0.763  0.155
N  -0.094  1.129  -0.022
H  -0.814  -1.599  0.558
H  -0.607  -0.603  -0.823
H  -0.550  0.822  -0.870
H  -0.026  2.127  0.114
C  -4.688  -0.619  -2.432
O  -3.801  0.214  -2.449
N  -5.800  -0.496  -3.118
N  -4.705  -1.691  -1.758
H  -6.357  -1.326  -2.973
H  -6.157  0.250  -3.698
H  -5.325  -2.475  -1.900
H  -3.960  -1.823  -1.089
C  0.293  9.825  1.586
O  -0.854  9.831  2.000
N  0.790  8.952  0.785
N  1.062  10.834  1.868
H  0.371  8.033  0.768
H  1.749  9.063  0.490
H  0.781  11.528  2.546
H  1.963  10.856  1.411
C  1.741  3.512  6.510
O  2.632  2.861  6.095
N  1.423  3.802  7.751
N  0.694  3.881  5.775
H  0.571  4.278  8.010
H  2.163  3.574  8.398
H  0.794  3.582  4.816
H  -0.180  4.218  6.153
C  4.762  -4.548  3.633
O  5.000  -4.399  4.773
N  3.929  -3.733  3.042
N  5.303  -5.376  2.837
H  3.476  -3.007  3.578
H  3.548  -4.018  2.152
H  5.254  -4.998  1.902
H  6.139  -5.889  3.078
C  -0.354  -5.708  3.069
O  -1.094  -5.165  2.287
N  0.474  -6.712  2.778
N  -0.300  -5.294  4.324
H  0.564  -7.058  1.833
H  1.082  -7.058  3.506
H  -1.029  -4.637  4.564
H  0.270  -5.730  5.035
C  -2.054  7.432  -4.789
O  -2.375  7.952  -5.871
N  -1.937  6.240  -4.365
N  -1.525  8.232  -3.867
H  -2.207  5.564  -5.066
H  -1.677  5.855  -3.468
H  -1.505  7.922  -2.906
H  -1.355  9.202  -4.088
C  -0.654  -1.744  8.095
O  -1.575  -2.165  8.836
N  0.645  -2.027  8.196
N  -0.797  -1.168  6.925
H  1.115  -2.507  8.951
H  1.110  -1.945  7.303
H  -1.770  -0.900  6.965
H  0.029  -0.676  6.616
C  -2.217  -8.371  -2.051
O  -2.223  -9.099  -1.116
N  -1.763  -8.845  -3.229
N  -2.512  -7.021  -2.031
H  -1.387  -8.146  -3.854
H  -1.400  -9.784  -3.314
H  -2.853  -6.504  -2.829
H  -2.402  -6.524  -1.159
C  0.491  -5.328  -6.705
O  0.219  -6.493  -6.769
N  0.745  -4.422  -7.587
N  0.476  -4.806  -5.536
H  0.873  -3.495  -7.206
H  0.670  -4.673  -8.563
H  0.596  -3.830  -5.307
H  0.253  -5.421  -4.766
C  1.729  0.738  -5.541
O  1.525  -0.103  -4.737
N  2.889  1.019  -6.033
N  0.779  1.448  -6.122
H  3.676  0.611  -5.549
H  2.820  1.963  -6.385
H  0.863  1.969  -6.983
H  -0.108  0.998  -5.948
C  -3.830  5.415  0.591
O  -2.749  5.425  0.042
N  -4.826  4.661  0.150
N  -4.121  6.160  1.562
H  -5.646  4.569  0.732
H  -4.618  3.830  -0.385
H  -5.007  5.960  2.005
H  -3.481  6.789  2.025

## Properties
* gap between HOMO and LUMO: 9.21 eV
* total charge: 0

Atomic partial charges in e from the Mulliken method, atoms 1 to 5: atom 1 (C): 0.640, atom 2 (O): -0.677, atom 3 (N): -0.394, atom 4 (N): -0.378, atom 5 (H): 0.263


[3]
Molecular formula: C13H52O13
Method: DFT, ωB97M-V/def2-TZVPD

Cartesian coordinates (Å):
C  -1.136  -14.366  15.238
O  -0.333  -15.307  14.610
H  -0.574  -13.455  15.440
H  -2.017  -14.067  14.671
H  -1.504  -14.714  16.203
H  -0.140  -15.145  13.683
C  -8.344  -14.082  13.379
O  -7.677  -14.889  14.362
H  -7.761  -13.875  12.482
H  -9.373  -14.380  13.177
H  -8.395  -13.037  13.686
H  -8.108  -14.766  15.211
C  -2.044  -10.729  15.930
O  -1.948  -9.724  14.897
H  -3.052  -10.775  16.341
H  -1.817  -11.675  15.440
H  -1.322  -10.674  16.745
H  -2.200  -8.893  15.306
C  -6.005  -11.607  10.668
O  -6.042  -10.835  11.807
H  -5.628  -12.620  10.810
H  -6.994  -11.916  10.328
H  -5.626  -11.137  9.761
H  -5.322  -11.061  12.400
C  -10.674  -10.713  15.596
O  -9.380  -11.002  15.086
H  -10.748  -10.358  16.624
H  -11.216  -10.017  14.955
H  -11.301  -11.604  15.582
H  -8.980  -10.199  14.744
C  -5.900  -12.096  15.534
O  -4.933  -13.043  16.098
H  -5.853  -12.095  14.445
H  -6.921  -12.350  15.819
H  -5.670  -11.082  15.860
H  -4.562  -13.599  15.409
C  -6.342  -16.386  17.034
O  -6.268  -17.389  17.999
H  -5.347  -15.991  16.828
H  -6.778  -16.713  16.089
H  -6.881  -15.518  17.414
H  -6.429  -16.964  18.844
C  -5.523  -13.428  19.392
O  -5.336  -12.228  18.634
H  -6.514  -13.878  19.436
H  -4.867  -14.214  19.018
H  -5.406  -13.320  20.470
H  -5.236  -12.490  17.716
C  -9.346  -13.526  17.494
O  -9.265  -14.464  16.394
H  -10.365  -13.429  17.867
H  -8.834  -14.022  18.319
H  -8.926  -12.540  17.296
H  -9.774  -15.232  16.666
C  -4.196  -7.604  16.918
O  -2.845  -7.622  16.318
H  -4.669  -8.581  16.820
H  -4.202  -7.245  17.947
H  -4.857  -6.932  16.371
H  -2.282  -7.186  16.962
C  -4.383  -14.551  12.763
O  -4.732  -14.986  14.076
H  -3.331  -14.747  12.556
H  -4.898  -15.203  12.058
H  -4.639  -13.506  12.585
H  -5.689  -15.049  14.114
C  -7.759  -9.235  17.821
O  -7.590  -8.215  16.906
H  -6.835  -9.712  18.149
H  -8.238  -8.880  18.734
H  -8.417  -9.990  17.390
H  -7.646  -8.574  16.018
C  -2.523  -11.595  12.245
O  -3.519  -11.326  13.248
H  -2.983  -11.994  11.341
H  -2.012  -10.661  12.008
H  -1.834  -12.373  12.574
H  -3.117  -10.674  13.827

## Properties
* multiplicity: 2
* gap between HOMO and LUMO (spin up / spin down): 9.94 / 2.78 eV
* total charge: +1
* expectation value of S²: 0.76

Atomic partial charges in e from the Mulliken method, atoms 1 to 5: atom 1 (C): -0.184, atom 2 (O): -0.542, atom 3 (H): 0.346, atom 4 (H): -0.183, atom 5 (H): 0.244


[4]
Molecular formula: C13H6AuCl5O5S
Method: DFT, ωB97M-V/def2-TZVPD

Cartesian coordinates (Å):
Au  -0.019  -0.036  -0.743
Cl  -1.742  2.526  0.356
C  -2.689  1.142  -0.074
C  -2.031  0.012  -0.545
C  -2.804  -1.103  -0.837
Cl  -2.012  -2.546  -1.391
C  -4.189  -1.101  -0.700
Cl  -5.113  -2.500  -1.080
C  -4.826  0.053  -0.245
Cl  -6.533  0.080  -0.065
C  -4.072  1.182  0.073
Cl  -4.850  2.602  0.648
O  6.305  1.576  -1.761
C  5.133  1.398  -1.613
C  4.070  2.488  -1.401
O  4.270  3.666  -1.309
C  2.736  1.779  -1.287
C  2.967  0.321  -1.379
O  2.069  -0.547  -1.304
C  4.421  0.039  -1.584
O  4.938  -1.039  -1.719
O  1.640  2.280  -1.080
C  0.719  -2.498  1.461
S  1.046  -0.730  1.547
C  -0.179  -0.215  2.758
H  -0.343  -2.671  1.300
H  1.056  -2.978  2.377
H  1.281  -2.883  0.613
H  0.095  -0.604  3.737
H  -1.167  -0.569  2.467
H  -0.174  0.873  2.779

## Properties
* gap between HOMO and LUMO (spin up / spin down): 4.07 / 4.07 eV
* total charge: 0

Atomic partial charges in e from the natural (NBO) method, atoms 1 to 5: atom 1 (Au): 0.692, atom 2 (Cl): 0.016, atom 3 (C): 0.014, atom 4 (C): -0.407, atom 5 (C): -0.084


[5]
Molecular formula: C13H6BrIrN3S2Se4
Method: DFT, ωB97M-V/def2-TZVPD

Cartesian coordinates (Å):
Ir  0.564  -0.131  1.767
Se  0.803  -0.959  4.150
Se  3.024  -0.834  4.391
Se  3.819  1.168  3.278
Se  2.504  1.554  1.480
S  -0.475  -0.458  -0.356
C  -1.425  0.972  -0.574
C  -2.001  1.201  -1.827
C  -2.722  2.351  -2.080
C  -3.280  2.571  -3.379
N  -3.727  2.724  -4.426
C  -2.891  3.302  -1.050
C  -2.360  3.056  0.202
C  -1.631  1.892  0.466
S  -1.066  1.620  2.079
C  -3.578  4.531  -1.306
N  -4.110  5.531  -1.500
H  -1.855  0.465  -2.607
H  -2.500  3.782  0.992
Br  2.493  -5.280  -1.991
C  2.238  -3.919  -0.713
C  1.482  -4.164  0.422
C  1.302  -3.128  1.316
N  1.824  -1.911  1.132
C  2.573  -1.697  0.044
C  2.812  -2.672  -0.904
H  1.037  -5.132  0.597
H  0.729  -3.269  2.224
H  2.994  -0.705  -0.058
H  3.421  -2.466  -1.771

## Properties
* multiplicity: 2
* gap between HOMO and LUMO (spin up / spin down): 5.89 / 4.89 eV
* total charge: 0
* expectation value of S²: 0.79

Atomic partial charges in e from the natural (NBO) method, atoms 1 to 5: atom 1 (Ir): 0.401, atom 2 (Se): -0.148, atom 3 (Se): 0.129, atom 4 (Se): 0.090, atom 5 (Se): -0.105


[6]
Molecular formula: C13H6ClF4O4S
Method: DFT, ωB97M-V/def2-TZVPD

Cartesian coordinates (Å):
F  -2.274  -0.743  3.443
C  -1.135  -1.484  3.353
C  -1.163  -2.820  3.475
F  -2.325  -3.517  3.559
C  0.075  -3.566  3.744
O  0.061  -4.656  4.306
C  1.332  -2.840  3.505
F  2.467  -3.577  3.596
C  1.377  -1.489  3.419
F  2.550  -0.807  3.546
C  0.135  -0.695  3.528
O  0.109  0.418  4.076
Cl  -0.737  0.117  1.348
C  0.365  0.799  0.338
S  0.292  -0.008  -1.266
C  -0.012  1.207  -2.557
C  -1.302  1.540  -2.964
C  -1.472  2.442  -4.019
C  -0.359  2.975  -4.670
C  0.924  2.638  -4.243
C  1.097  1.739  -3.193
O  1.549  -0.671  -1.518
O  -0.921  -0.815  -1.265
H  0.613  1.855  0.419
H  -2.171  1.091  -2.494
H  -2.476  2.716  -4.343
H  -0.492  3.668  -5.500
H  1.804  3.057  -4.732
H  2.090  1.426  -2.889

## Properties
* gap between HOMO and LUMO: 4.88 eV
* total charge: -1

Atomic partial charges in e from the natural (NBO) method, atoms 1 to 5: atom 1 (F): -0.297, atom 2 (C): 0.321, atom 3 (C): 0.213, atom 4 (F): -0.301, atom 5 (C): 0.407